Record 1
75
Properties=species:S:1:pos:R:3:lowdin_charge:R:1 method="wB97M-V/def2-TZVPD" smiles="C#CC[C@@H]1C[C@@H](CCCCN)C(=O)O1.CCN(CC)CC.CCN(CC)CC" gap_ha=0.32027 e_above_lowest_ev=0.0000
C -3.0310 1.3671 -1.6560 0.113
C -2.5400 0.2784 -1.7253 -0.147
C -1.9231 -1.0437 -1.8642 -0.122
C -0.4163 -0.9856 -1.5340 -0.313
C 0.4482 -1.7250 -2.5586 -0.059
C 1.6578 -2.1315 -1.6654 -0.217
C 3.0984 -1.8889 -2.1138 -0.131
C 3.7332 -0.5487 -1.6862 -0.173
C 2.7704 0.6433 -1.5552 -0.173
C 3.3568 1.9597 -2.1055 -0.281
N 2.6479 2.3370 -3.3407 -0.009
C 1.2554 -1.8037 -0.2573 -0.429
O 1.9215 -1.7573 0.7300 0.152
O -0.0955 -1.5386 -0.2697 0.066
H -3.3796 2.3574 -1.4745 0.030
H -2.4410 -1.7047 -1.1680 0.113
H -2.0899 -1.3764 -2.8858 0.124
H -0.1810 0.0780 -1.5131 0.135
H -0.0325 -2.6618 -2.8183 0.122
H 0.7770 -1.1278 -3.4006 0.127
H 1.5935 -3.2265 -1.6646 0.154
H 3.7409 -2.6919 -1.7595 0.114
H 3.1231 -1.9437 -3.2018 0.115
H 4.3156 -0.6640 -0.7755 0.094
H 4.4602 -0.2872 -2.4574 0.103
H 2.5988 0.8123 -0.4924 0.096
H 1.8339 0.4788 -2.0769 0.085
H 3.2230 2.7344 -1.3424 0.090
H 4.4237 1.8734 -2.2940 0.104
H 3.0780 3.1428 -3.7731 0.059
H 1.6967 2.5674 -3.0862 0.062
C 4.3196 0.4626 2.0123 -0.082
C 3.7657 1.8288 2.3845 -0.266
N 4.7473 2.7008 3.0016 -0.199
C 4.1673 3.8843 3.6093 -0.251
C 3.4757 4.9042 2.6958 -0.087
C 5.9652 2.9080 2.2397 -0.244
C 5.8394 3.4771 0.8194 -0.077
H 4.7777 -0.0244 2.8740 0.085
H 3.5115 -0.1736 1.6517 0.049
H 5.0636 0.5275 1.2154 0.061
H 2.9528 1.6814 3.1001 0.121
H 3.3096 2.2800 1.4866 0.092
H 4.9464 4.3936 4.1834 0.111
H 3.4386 3.5448 4.3523 0.109
H 4.1925 5.4892 2.1207 0.054
H 2.9022 5.6089 3.3014 0.069
H 2.7822 4.4296 2.0008 0.064
H 6.4876 1.9502 2.1742 0.101
H 6.6303 3.5468 2.8261 0.114
H 5.0462 2.9892 0.2503 0.045
H 6.7741 3.3178 0.2774 0.073
H 5.6499 4.5495 0.8205 0.056
C -6.0680 -4.6355 1.6774 -0.092
C -5.8052 -3.1523 1.4639 -0.275
N -5.6891 -2.7885 0.0644 -0.198
C -5.1575 -1.4526 -0.1426 -0.263
C -5.9808 -0.2576 0.3492 -0.077
C -6.8115 -3.1623 -0.7776 -0.248
C -8.2024 -2.6331 -0.4026 -0.082
H -5.3116 -5.2401 1.1756 0.079
H -6.0347 -4.8653 2.7430 0.072
H -7.0504 -4.9362 1.3112 0.063
H -4.8588 -2.9024 1.9506 0.119
H -6.5845 -2.5756 1.9872 0.102
H -4.9515 -1.3229 -1.2086 0.103
H -4.1783 -1.4105 0.3464 0.104
H -6.8425 -0.0656 -0.2892 0.058
H -5.3623 0.6415 0.3295 0.060
H -6.3329 -0.3931 1.3723 0.068
H -6.8614 -4.2539 -0.8067 0.100
H -6.5797 -2.8682 -1.8043 0.114
H -8.4066 -2.7334 0.6641 0.066
H -8.9662 -3.2034 -0.9353 0.071
H -8.3331 -1.5883 -0.6794 0.054

***

Record 2
78
Properties=species:S:1:pos:R:3:lowdin_charge:R:1 method="wB97M-V/def2-TZVPD" gap_ha=0.26050 charge=+3 e_above_lowest_ev=0.0000
Bi -0.1507 -0.0629 -0.5177 1.521
P 2.0692 1.4334 1.0540 0.739
P -0.6732 2.3217 -1.4156 0.715
P 2.2533 -0.3308 -2.2297 0.700
H -1.2292 -4.8676 1.1409 0.054
C -0.2095 -4.9027 0.7370 -0.077
C 0.8536 -4.5566 1.4848 -0.087
H 0.7412 -4.2452 2.5308 0.044
C 1.4613 1.9692 2.6962 -0.249
C 2.9812 2.9453 0.5544 -0.253
C 3.4509 0.3317 1.5480 -0.247
C -2.0843 2.4290 -2.5606 -0.230
C -1.2187 3.2853 0.0308 -0.209
C 0.6380 3.2474 -2.2784 -0.200
C 2.9769 -1.9531 -1.7766 -0.241
C 3.7213 0.7623 -2.2987 -0.247
C 1.8512 -0.5497 -3.9981 -0.248
H -0.0991 -5.2363 -0.3021 0.049
H 1.8745 -4.5816 1.0830 0.048
H 1.4061 1.1152 3.3831 0.033
H 0.4642 2.4182 2.6032 0.037
H 2.1525 2.7179 3.1093 0.071
H 2.2742 3.7582 0.3435 0.036
H 3.5953 2.7586 -0.3356 0.034
H 3.6301 3.2443 1.3899 0.073
H 3.0436 -0.5766 2.0145 0.057
H 4.0897 0.8552 2.2741 0.077
H 4.0548 0.0386 0.6789 0.025
H -2.3226 3.4962 -2.6871 0.089
H -2.9730 1.9192 -2.1604 0.069
H -1.8301 2.0046 -3.5421 0.071
H -2.1291 3.8328 -0.2523 0.077
H -0.4471 4.0050 0.3368 0.070
H -1.4570 2.6196 0.8754 0.021
H 0.1621 4.0437 -2.8705 0.086
H 1.1899 2.5904 -2.9677 0.040
H 1.3497 3.7030 -1.5777 0.042
H 3.4304 -2.4188 -2.6630 0.074
H 2.1916 -2.6178 -1.3855 0.036
H 3.7406 -1.8230 -0.9957 0.052
H 4.3571 0.4540 -3.1416 0.078
H 4.3082 0.7062 -1.3725 0.036
H 3.4091 1.8033 -2.4582 0.035
H 2.7690 -0.7904 -4.5551 0.074
H 1.4232 0.3828 -4.3937 0.050
H 1.1157 -1.3532 -4.1304 0.036
C -1.9553 -1.3670 -3.0015 -0.321
C -2.7964 -0.6837 -3.8840 -0.020
C -2.8801 -1.1513 -5.1971 -0.033
C -2.1684 -2.2907 -5.5857 -0.037
C -1.3801 -2.9852 -4.6650 -0.045
C -1.2860 -2.5374 -3.3470 -0.032
O -1.7393 -0.8871 -1.7119 -0.311
H -1.7329 0.2616 -1.6126 0.032
H -3.3600 0.1892 -3.5464 0.108
H -3.5082 -0.6251 -5.9185 0.129
H -2.2353 -2.6488 -6.6148 0.129
H -0.8358 -3.8825 -4.9586 0.128
H -0.6926 -3.0508 -2.5862 0.120
O -1.3845 0.3423 1.3984 -0.304
C -1.8038 -0.0481 2.5420 -0.404
C -1.2949 -1.2818 3.2277 -0.084
C -0.5020 -0.9507 4.4922 -0.172
C -1.3921 -0.6937 5.7073 -0.187
C -2.2913 0.5319 5.5775 -0.171
C -3.3227 0.4226 4.4595 -0.135
N -2.7402 0.6916 3.1379 0.122
H -2.1714 -1.9029 3.4726 0.146
H -0.6767 -1.8410 2.5123 0.106
H 0.1622 -1.7949 4.7198 0.127
H 0.1528 -0.0853 4.3174 0.091
H -2.0143 -1.5805 5.8921 0.130
H -0.7507 -0.5616 6.5877 0.129
H -2.8424 0.6644 6.5176 0.131
H -1.6881 1.4387 5.4388 0.124
H -3.7820 -0.5770 4.4675 0.138
H -4.1140 1.1631 4.6128 0.138
H -3.1794 1.3961 2.5462 0.166

***

Record 3
86
Properties=species:S:1:pos:R:3:lowdin_charge:R:1 method="wB97M-V/def2-TZVPD" gap_ha=0.12038 e_above_lowest_ev=16.0131
Ca -5.7769 -0.3374 -16.0431 1.603
Ca -10.2567 -3.0664 -14.6113 1.178
P -7.2005 -0.9340 -12.5402 -0.042
O -7.0697 -2.2014 -13.4640 -0.424
O -7.7117 -1.6561 -11.2704 -0.410
O -8.2266 -0.4666 -13.6471 -0.484
O -5.7254 -0.4570 -12.6970 -0.477
O -8.5531 -2.6100 -20.5499 0.139
C -8.0805 -2.0254 -19.5136 -0.987
O -8.5890 -2.2047 -18.4192 -0.092
O -7.1044 -1.2401 -19.5309 -0.110
H -7.9268 -2.2220 -21.1653 0.110
C -11.6977 3.2986 -22.4773 -0.194
C -11.9513 4.4110 -23.4459 -0.194
C -11.4792 3.8405 -24.8010 -0.171
O -11.9411 2.4688 -24.6701 -0.180
C -12.1282 2.0781 -23.2651 -0.166
H -12.1849 3.5375 -21.5319 0.113
H -10.6540 3.1765 -22.1877 0.113
H -11.5247 5.3828 -23.1973 0.109
H -13.0102 4.6589 -23.5195 0.112
H -10.3914 3.8246 -24.8685 0.111
H -11.9794 4.2828 -25.6626 0.115
H -11.6183 1.1372 -23.0584 0.118
H -13.2153 2.0093 -23.2248 0.113
C -15.4367 -4.4469 -18.8305 -0.166
C -15.9542 -4.9060 -17.4814 -0.169
C -14.6611 -5.0592 -16.6478 -0.180
O -13.6672 -4.1869 -17.2620 -0.177
C -14.0161 -3.8724 -18.6064 -0.198
H -16.1232 -3.7647 -19.3319 0.108
H -15.3291 -5.2793 -19.5259 0.106
H -16.4901 -5.8515 -17.3979 0.107
H -16.6711 -4.2356 -17.0072 0.105
H -14.3073 -6.0848 -16.7526 0.108
H -14.7714 -4.9542 -15.5685 0.110
H -13.3872 -4.3189 -19.3766 0.112
H -14.0271 -2.8165 -18.8764 0.112
C -1.2017 -4.5512 -16.4268 -0.177
C -0.9512 -3.6965 -17.6582 -0.178
C -2.3101 -3.2724 -17.9278 -0.254
O -2.8892 -2.9969 -16.6566 -0.166
C -2.2493 -3.8170 -15.6570 -0.186
H -0.3256 -4.6322 -15.7833 0.115
H -1.4712 -5.5882 -16.6272 0.119
H -0.4599 -4.3047 -18.4177 0.126
H -0.3892 -2.7916 -17.4272 0.124
H -2.7922 -4.0725 -18.4896 0.128
H -2.3487 -2.3532 -18.5122 0.123
H -3.0337 -4.3401 -15.1101 0.125
H -1.7910 -3.1295 -14.9461 0.117
C -6.2865 0.4395 -26.5732 -0.197
C -4.9050 0.4755 -25.9208 -0.146
C -5.3876 0.5783 -24.4256 -0.192
O -6.6287 -0.1055 -24.4084 -0.156
C -7.0781 -0.4302 -25.7112 -0.226
H -6.3341 0.2640 -27.6480 0.119
H -6.6073 1.4752 -26.4617 0.118
H -4.3752 1.4203 -26.0425 0.103
H -4.2946 -0.3917 -26.1726 0.105
H -5.5219 1.6488 -24.2708 0.106
H -4.8112 0.1547 -23.6032 0.117
H -8.1473 -0.2224 -25.7534 0.124
H -6.9022 -1.5053 -25.7493 0.124
C -0.0196 -4.5424 -23.5156 -0.101
C -0.5312 -5.9714 -23.3935 -0.290
N -1.9196 -6.0631 -22.9551 -0.196
C -2.9517 -5.2172 -23.6497 -0.194
C -3.2369 -5.7929 -25.0828 -0.081
C -2.2446 -7.5308 -22.8426 -0.234
C -1.5513 -8.2723 -21.6201 -0.069
H -0.4609 -4.1159 -24.4164 0.058
H 1.0392 -4.5637 -23.7736 0.074
H -0.2988 -3.8142 -22.7540 0.079
H -0.3212 -6.6005 -24.2585 0.108
H 0.1620 -6.3555 -22.6451 0.097
H -3.8612 -5.1327 -23.0549 0.107
H -2.4424 -4.2535 -23.6466 0.083
H -3.9106 -6.6478 -25.0249 0.059
H -3.6457 -5.0827 -25.8015 0.062
H -2.3678 -6.2624 -25.5437 0.061
H -1.9683 -8.0003 -23.7867 0.094
H -3.3324 -7.5912 -22.8071 0.104
H -0.4657 -8.2414 -21.7132 0.053
H -1.8162 -9.3220 -21.7470 0.061
H -1.9217 -7.8770 -20.6742 0.066

***

Respective calculated total energy values: -1219.1974, -2348.0764, -3483.7785 a.u..
Respective LUMO values: 0.721, -9.718, -2.523 eV.